A 2-piece molecular cluster, C3H7O3Si overall at a distorted geometry. Source: the OMol25 dataset; level of theory: wB97M-V/def2-TZVPD.

- Orbital gap: 7.043 eV
- Energy: -17245.6089 eV
- Total charge: -1
- E_HOMO: -3.7 eV
- LUMO: 3.3 eV
- Energy relative to the best compared isomer or geometry (same formula, charge and spin): 210.26 kJ/mol

Last column: Mulliken charge in e.
Positions of all 14 atoms, in Å:
C -1.107 -2.261 1.986  0.389
C 2.616 1.431 -2.657  -0.396
C 2.112 1.774 -1.446  -0.373
O -0.561 -3.235 1.370  -0.670
O -1.100 -2.004 3.208  -0.664
O -2.631 0.255 2.042  -0.515
Si -2.047 -0.823 0.892  0.476
H 2.008 1.260 -3.601  0.196
H -3.235 -1.216 0.217  -0.176
H 3.730 1.152 -2.860  0.175
H 0.947 2.029 -1.294  0.147
H 2.730 1.859 -0.580  0.248
H -2.387 -0.038 2.931  0.335
H -1.075 -0.183 -0.209  -0.171



C7H29BaN7O7 as an isolated structure at a distorted geometry. Source: the OMol25 dataset; level of theory: wB97M-V/def2-TZVPD.

- Orbital gap: 10.196 eV
- Energy: -33180.9319 eV
- Total charge: +2
- E_HOMO: -15.2 eV
- LUMO: -5.0 eV
- Energy relative to the best compared isomer or geometry (same formula, charge and spin): 30.64 kJ/mol

Last column: Mulliken charge in e.
Positions of all 51 atoms, in Å:
Ba -0.427 0.305 0.827  1.865
C 0.133 3.897 -0.069  0.560
O -0.146 2.715 -0.296  -0.490
N 1.249 4.470 -0.590  -0.403
N -0.584 4.708 0.765  -0.367
H 1.882 3.908 -1.128  0.223
H 1.357 5.467 -0.533  0.171
H -1.319 4.251 1.260  0.119
H -0.452 5.702 0.798  0.173
C 3.312 0.603 0.679  0.648
O 2.230 1.186 0.521  -0.584
N 3.662 -0.464 -0.097  -0.309
N 4.236 1.005 1.589  -0.451
H 4.533 -0.932 0.072  0.177
H 3.009 -0.644 -0.834  0.173
H 5.124 0.536 1.592  0.151
H 4.076 1.804 2.173  0.250
C -3.496 -0.048 -1.387  0.448
O -2.381 -0.019 -0.843  -0.441
N -4.459 -0.954 -1.060  -0.398
N -3.739 0.712 -2.491  -0.418
H -5.330 -0.903 -1.556  0.179
H -4.243 -1.617 -0.344  0.179
H -2.987 1.333 -2.733  0.214
H -4.640 0.820 -2.919  0.193
C 1.114 -4.259 -0.223  -1.613
C 0.775 -2.783 -0.005  0.487
C 0.862 -2.067 -1.343  -1.151
O 0.736 -0.640 -1.246  -0.097
C 0.942 0.079 -2.456  -0.842
N -0.529 -2.647 0.665  -0.347
H 0.411 -4.655 -0.976  0.412
H 0.961 -4.881 0.657  0.407
H 2.075 -4.501 -0.680  0.401
H 1.543 -2.403 0.676  0.005
H 0.105 -2.457 -2.034  0.535
H 1.856 -2.240 -1.767  0.473
H 0.775 1.136 -2.274  0.080
H 0.231 -0.267 -3.213  0.342
H 1.945 -0.097 -2.857  0.397
H -1.225 -3.120 0.088  0.267
H -0.527 -3.201 1.517  0.273
O -2.332 2.147 1.547  -0.437
H -2.973 1.832 2.197  0.213
H -2.785 2.853 1.076  0.256
O -2.407 -0.767 2.683  -0.484
H -2.987 -0.665 3.447  0.257
H -2.822 -1.457 2.155  0.278
O 1.078 -0.917 2.621  -0.417
H 1.376 -1.686 3.120  0.213
H 1.202 -0.178 3.229  0.230



A 2-piece molecular cluster, C6H7N2P overall at a distorted geometry. Source: the OMol25 dataset; level of theory: wB97M-V/def2-TZVPD.

- Orbital gap (spin up / spin down): 6.565 / 5.441 eV
- Energy: -18597.7386 eV
- Spin multiplicity: 3
- E_HOMO (spin up / spin down): -6.3 / -9.4 eV
- LUMO (spin up / spin down): 0.3 / -4.0 eV

Last column: Mulliken spin population.
Positions of all 16 atoms, in Å:
C 0.718 0.627 -2.344  0.331
C -0.176 1.461 -2.954  0.061
C 0.445 0.221 -1.010  -0.069
C -1.367 1.777 -2.264  0.167
C -0.739 0.630 -0.413  0.304
C -1.175 0.168 0.871  -0.025
N -1.700 1.355 -1.049  1.025
N -1.435 -0.229 1.914  0.091
P 0.963 -2.336 4.847  0.000
H 1.555 0.396 -2.910  0.042
H -0.003 1.802 -4.033  0.005
H 1.227 -0.421 -0.456  0.009
H -2.029 2.376 -2.883  0.059
H 0.535 -3.649 4.165  0.000
H 0.824 -1.716 3.450  0.000
H 2.357 -2.462 5.067  0.000